Density functional theory data (wB97M-V/def2-TZVPD) for a structure of composition C3H4NaO4 in a non-equilibrium geometry.

Geometry (Å):
O -1.701 1.140 -0.495
Na 0.343 2.177 -0.218
H -3.174 -0.141 0.101
C -2.245 -0.045 -0.502
H 1.477 -0.415 1.976
C -1.721 -1.162 -1.095
H -0.709 -1.506 -0.859
H -2.366 -1.810 -1.692
O 2.287 0.931 -0.449
C 2.635 0.504 0.689
O 3.622 -0.166 0.993
O 1.554 0.490 1.549

Properties
gap between HOMO and LUMO: 4.816 eV
total charge: -1
energy above the lowest of the compared OMol25 structures with the same formula, charge and spin: 42.2 kcal per mole

Density functional theory data (wB97M-V/def2-TZVPD) for an isolated molecule of C5H8OS in a non-equilibrium geometry.

Geometry (Å):
C 1.804 -0.697 -0.340
C 0.415 -0.370 0.069
C 0.537 1.205 0.638
C -0.656 -1.303 -0.139
C -2.015 -0.757 0.059
O -3.043 -1.429 0.467
S -2.477 0.873 -0.332
H 1.952 0.465 -0.715
H 2.217 -1.125 0.490
H 1.815 -1.430 -1.287
H 0.249 2.036 -0.294
H -0.325 1.441 1.435
H 1.451 1.500 1.204
H -0.414 -2.220 -0.334
H -1.512 1.811 -0.922

Properties
gap between HOMO and LUMO: 9.516 eV
structure (SMILES): CC(C)=CC(=O)S
energy above the lowest of the compared OMol25 structures with the same formula, charge and spin: 101.9 kcal per mole

Density functional theory data (wB97M-V/def2-TZVPD) for a cluster of 5 separate species, C31H78NO24P6S4 in total in a non-equilibrium geometry.

Geometry (Å):
C -5.745 -2.063 2.835
S -4.691 -1.112 1.722
O -3.333 -1.375 2.179
O -4.910 -1.655 0.388
P -4.966 1.148 1.880
C -6.065 1.210 0.363
C -7.366 0.392 0.398
C -8.646 1.221 0.662
C -9.427 0.638 1.858
S -10.635 1.796 2.476
O -10.135 3.131 2.347
O -11.897 1.599 1.835
O -10.860 1.444 4.021
C -5.050 3.061 2.240
S -6.624 3.864 2.394
O -6.511 4.819 3.472
O -6.949 4.505 1.141
N -6.432 0.794 3.096
C -6.202 0.950 4.251
S -5.789 0.777 5.768
P -3.137 1.571 0.623
O -2.663 0.459 -0.259
H -5.358 -1.983 3.850
H -5.610 -3.100 2.520
H -6.802 -1.818 2.769
H -4.090 1.045 3.014
H -5.473 0.813 -0.468
H -6.313 2.226 0.041
H -7.487 -0.040 -0.599
H -7.361 -0.459 1.077
H -9.316 1.121 -0.196
H -8.474 2.291 0.771
H -10.000 -0.208 1.479
H -8.755 0.317 2.655
H -9.997 1.301 4.440
H -4.507 3.646 1.493
H -4.523 3.247 3.179
H -7.620 2.991 2.671
H -2.098 1.913 1.534
H -3.346 2.708 -0.213
O 1.170 -1.858 -5.434
P 0.165 -0.772 -5.281
O 0.705 0.287 -6.414
C 0.509 -0.006 -7.794
C -0.946 0.105 -8.220
O 0.739 -0.022 -3.956
C 1.579 -0.680 -3.008
C 3.054 -0.423 -3.261
O -1.262 -0.002 -5.179
C -2.314 -0.535 -4.308
C -2.021 -0.415 -2.823
H 0.901 -1.006 -8.015
H 1.109 0.716 -8.349
H -1.558 -0.665 -7.747
H -1.035 -0.012 -9.301
H -1.358 1.072 -7.934
H 1.360 -1.748 -2.978
H 1.313 -0.276 -2.030
H 3.347 -0.553 -4.303
H 3.665 -1.086 -2.647
H 3.288 0.608 -2.994
H -2.504 -1.576 -4.582
H -3.210 0.036 -4.547
H -1.284 -1.159 -2.511
H -2.917 -0.589 -2.234
H -1.628 0.565 -2.573
O 3.513 1.534 -0.096
P 3.435 1.869 1.346
O 1.871 1.637 1.683
C 1.407 0.277 1.785
C 1.888 -0.380 3.066
O 3.452 3.510 1.282
C 3.920 4.188 0.118
C 2.779 4.540 -0.817
O 3.956 1.878 2.883
C 5.373 1.979 3.164
C 5.968 3.335 2.834
H 1.725 -0.292 0.907
H 0.319 0.307 1.770
H 2.973 -0.506 3.066
H 1.434 -1.366 3.179
H 1.629 0.228 3.932
H 4.679 3.596 -0.394
H 4.411 5.103 0.459
H 2.105 3.699 -0.972
H 3.163 4.863 -1.787
H 2.180 5.351 -0.399
H 5.904 1.186 2.633
H 5.478 1.789 4.231
H 6.101 3.459 1.758
H 6.951 3.442 3.295
H 5.326 4.143 3.182
O -1.260 -7.551 -8.572
P -1.930 -6.460 -7.827
O -3.514 -6.588 -8.148
C -4.263 -7.672 -7.592
C -4.464 -7.535 -6.093
O -1.585 -5.160 -8.763
C -0.546 -5.213 -9.736
C -1.084 -5.577 -11.106
O -2.109 -5.540 -6.513
C -0.941 -5.168 -5.726
C -0.010 -4.196 -6.421
H -3.769 -8.618 -7.833
H -5.230 -7.664 -8.094
H -3.519 -7.627 -5.556
H -5.135 -8.314 -5.728
H -4.888 -6.562 -5.847
H 0.238 -5.903 -9.426
H -0.094 -4.219 -9.771
H -1.766 -6.426 -11.062
H -0.267 -5.819 -11.788
H -1.647 -4.743 -11.528
H -0.403 -6.071 -5.431
H -1.334 -4.709 -4.819
H 0.582 -4.700 -7.189
H 0.686 -3.765 -5.715
H -0.565 -3.393 -6.904
O 9.190 2.714 6.517
P 8.731 2.205 7.829
O 7.717 0.982 7.521
C 8.228 -0.256 7.018
C 9.018 -1.029 8.060
O 7.638 3.344 8.262
C 7.611 4.616 7.614
C 6.619 4.630 6.471
O 8.998 1.799 9.376
C 9.949 2.555 10.166
C 9.489 3.963 10.495
H 8.839 -0.065 6.131
H 7.363 -0.840 6.707
H 9.939 -0.506 8.327
H 9.290 -2.013 7.677
H 8.435 -1.154 8.972
H 8.608 4.896 7.272
H 7.319 5.352 8.366
H 6.712 3.749 5.837
H 6.754 5.520 5.854
H 5.596 4.631 6.852
H 10.913 2.575 9.652
H 10.079 1.992 11.088
H 9.577 4.623 9.632
H 10.107 4.383 11.290
H 8.448 3.971 10.813

Properties
gap between HOMO and LUMO: 7.450 eV
total charge: -1

Density functional theory data (wB97M-V/def2-TZVPD) for a cluster of 2 separate species, CH6NS in total in a non-equilibrium geometry.

Geometry (Å):
C -0.297 2.114 0.356
N 0.307 -1.640 -0.402
S -0.491 0.862 1.406
H 0.447 2.113 -0.316
H -1.016 2.947 0.452
H -0.031 -1.061 0.389
H 1.095 -1.163 -0.870
H 0.554 -2.589 -0.148
H -0.567 -1.582 -0.868

Properties
gap between HOMO and LUMO: 8.617 eV
total charge: +1
energy above the lowest of the compared OMol25 structures with the same formula, charge and spin: 15.2 kcal per mole

Density functional theory data (wB97M-V/def2-TZVPD) for an isolated molecule of C5H8O in a non-equilibrium geometry.

Geometry (Å):
C -1.329 -1.046 -0.041
C -0.293 -0.050 -0.495
C -0.160 1.235 0.366
C 1.264 0.822 0.520
C 1.184 -0.514 -0.149
O 2.083 -0.066 -1.024
H -1.175 -1.307 1.014
H -2.342 -0.652 -0.150
H -1.240 -1.966 -0.628
H -0.345 0.202 -1.558
H -0.737 1.163 1.310
H -0.363 2.209 -0.086
H 2.131 1.450 0.577
H 1.322 -1.479 0.345

Properties
gap between HOMO and LUMO (alpha / beta): 9.145 / 9.146 eV
energy above the lowest of the compared OMol25 structures with the same formula, charge and spin: 92.2 kcal per mole

Density functional theory data (wB97M-V/def2-TZVPD) for a cluster of 2 separate species, C9H14 in total in a non-equilibrium geometry.

Geometry (Å):
C -3.492 -0.784 0.540
C -2.478 0.132 -0.111
C -1.676 0.982 0.614
C -0.679 1.707 0.028
C -0.426 1.519 -1.306
C -1.164 0.593 -1.989
C -2.243 -0.113 -1.438
H -3.070 -1.369 1.492
H -3.914 -1.588 0.042
H -4.357 -0.275 0.971
H -2.070 0.980 1.723
H -0.099 2.366 0.691
H 0.361 2.068 -1.814
H -0.992 0.482 -3.096
H -2.719 -0.772 -2.213
C 2.983 -0.866 0.926
C 4.421 -0.557 0.504
H 2.828 -0.803 2.028
H 2.171 -0.242 0.532
H 2.561 -1.888 0.664
H 4.503 -1.056 -0.509
H 4.982 -1.038 1.305
H 4.570 0.523 0.416

Properties
gap between HOMO and LUMO: 10.150 eV
structure (SMILES): Cc1ccccc1.CC
energy above the lowest of the compared OMol25 structures with the same formula, charge and spin: 33.5 kcal per mole